1.
The following is a DFT calculation (ωB97M-V/def2-TZVPD) of an isolated molecule of C4H4N2O2.

XYZ file:
```
12
Properties=species:S:1:pos:R:3
C 0.158 0.314 -0.154
C -2.184 -0.236 -0.236
C 0.424 -0.967 0.281
C 1.905 -1.149 0.117
H 1.757 1.157 0.424
H 0.445 2.069 0.771
H -3.018 0.571 -0.356
H -0.242 -1.652 0.320
N 0.919 1.491 -0.201
N 3.110 -0.845 -0.541
O -1.111 0.692 -0.205
O -2.162 -1.444 -0.220
```

Properties
Energy above the lowest of the compared OMol25 structures with the same formula, charge and spin in kJ/mol: 614.66
HOMO in eV: -9.28
Orbital gap in Eh: 0.32346
LUMO energy in eV: -0.5



2.
The following is a DFT calculation (ωB97M-V/def2-TZVPD) of a structure of composition C41H47CsF6GeN4O3P2Sb.

XYZ file:
```
106
Properties=species:S:1:pos:R:3
Cs -0.764 -0.404 -0.432
C 0.680 2.509 -0.656
C 2.174 2.860 -0.708
P 3.214 1.648 0.257
C 2.551 1.859 1.943
C 2.151 0.748 2.575
C 1.527 0.781 3.908
C 1.556 2.138 4.650
C 2.203 3.256 3.932
C 2.572 3.154 2.654
C 4.772 2.629 0.376
C 5.155 3.555 -0.585
C 6.366 4.245 -0.478
C 7.213 4.010 0.594
C 6.850 3.076 1.553
C 5.645 2.388 1.440
P -0.472 3.665 -1.541
C 0.203 5.261 -0.888
C 1.258 5.988 -1.429
C 1.689 7.175 -0.836
C 1.072 7.650 0.312
C 0.024 6.938 0.863
C -0.412 5.759 0.258
C 0.189 3.600 -3.251
C 0.770 2.438 -3.757
C 1.143 2.356 -5.098
C 0.933 3.426 -5.951
C 0.329 4.580 -5.465
C -0.048 4.660 -4.129
H 0.327 2.516 0.383
H 0.506 1.504 -1.036
H 2.340 3.865 -0.324
H 2.529 2.825 -1.740
H 2.297 -0.229 2.119
H 1.626 -0.121 4.496
H 1.685 2.122 5.725
H 2.374 4.181 4.476
H 3.007 4.016 2.154
H 4.506 3.755 -1.433
H 6.640 4.971 -1.236
H 8.151 4.550 0.681
H 7.505 2.882 2.396
H 5.365 1.660 2.196
H 1.762 5.619 -2.315
H 2.520 7.723 -1.269
H 1.410 8.571 0.773
H -0.463 7.299 1.762
H -1.240 5.204 0.690
H 0.921 1.569 -3.114
H 1.592 1.443 -5.473
H 1.220 3.356 -6.995
H 0.141 5.416 -6.130
H -0.532 5.558 -3.761
C -3.295 -6.589 -2.865
O -2.048 -6.532 -3.600
C -1.408 -5.379 -3.486
C -0.236 -5.213 -4.276
C 0.427 -4.020 -4.199
C 0.015 -2.971 -3.353
C 0.806 -1.754 -3.271
C 1.833 -1.473 -4.357
O 0.700 -0.933 -2.379
C -1.187 -3.132 -2.585
O -1.629 -2.192 -1.864
C -1.860 -4.400 -2.661
H -3.772 -7.517 -3.166
H -3.939 -5.737 -3.086
H -3.119 -6.594 -1.790
H 0.102 -6.012 -4.929
H 1.321 -3.899 -4.804
H 2.627 -2.222 -4.353
H 2.277 -0.496 -4.162
H 1.364 -1.479 -5.343
H -2.784 -4.541 -2.090
N 1.588 -5.125 -1.127
C 1.138 -4.420 -0.053
N -0.170 -4.444 0.173
N 2.061 -3.836 0.703
C 1.708 -3.075 1.734
N 1.460 -2.393 2.654
H 0.952 -5.244 -1.904
H 2.534 -4.899 -1.379
H -0.811 -4.678 -0.569
H -0.580 -3.840 0.878
C -1.981 2.383 6.192
Ge -1.138 0.882 5.267
C -2.428 -0.065 4.186
C -0.312 -0.279 6.595
C 0.261 1.583 4.119
H -2.731 2.015 6.899
H -2.481 3.035 5.466
H -1.240 2.976 6.741
H -3.294 -0.376 4.777
H -1.986 -0.957 3.733
H -2.782 0.564 3.366
H -1.053 -0.574 7.345
H 0.522 0.221 7.106
H 0.069 -1.185 6.111
H -0.095 2.084 3.221
F -2.762 -1.114 0.476
Sb -3.713 -2.346 -0.982
F -4.117 -2.630 -3.051
F -2.616 -3.688 0.349
F -4.774 -4.183 -1.090
F -5.245 -1.988 0.253
F -4.127 -0.454 -1.644
```

Properties
<S²>: 0.75
Energy above the lowest of the compared OMol25 structures with the same formula, charge and spin in kJ/mol: 199.04
HOMO (alpha / beta) in eV: -0.11 / -3.16
Spin multiplicity: 2
Orbital gap (alpha / beta) in Eh: 0.12636 / 0.23824
Total charge: -2
LUMO energy (alpha / beta) in eV: 3.3 / 3.3



3.
The following is a DFT calculation (ωB97M-V/def2-TZVPD) of a structure of composition C13H25BrNO6S.

XYZ file:
```
47
Properties=species:S:1:pos:R:3
C 3.807 -0.128 1.283
O 4.087 -0.505 -0.054
C 3.124 -1.399 -0.597
C 3.026 -1.136 -2.095
C 2.003 -0.039 -2.533
C 1.471 0.878 -1.432
C 0.224 1.607 -2.045
C -0.508 2.539 -1.045
C -1.820 1.974 -0.565
O -2.805 1.997 -1.254
O -1.942 1.388 0.725
C -1.217 0.187 0.860
C -2.147 -0.992 1.160
C -2.988 -1.244 -0.112
C -4.170 -2.196 0.068
N -4.509 -2.793 1.346
O -4.841 -2.474 -0.893
S 0.005 0.438 2.177
C -0.847 0.832 3.709
O 0.850 1.560 1.874
O 0.796 -0.761 2.314
H 4.765 0.152 1.734
H 3.192 0.775 1.280
H 3.379 -0.932 1.884
H 3.535 -2.417 -0.475
H 2.167 -1.395 -0.071
H 2.719 -2.072 -2.573
H 4.023 -0.867 -2.443
H 1.185 -0.483 -3.103
H 2.532 0.610 -3.234
H 2.161 1.682 -1.166
H 1.125 0.356 -0.537
H 0.549 2.163 -3.068
H -0.476 0.793 -2.296
H 0.161 2.811 -0.227
H -0.782 3.443 -1.598
H -0.744 -0.031 -0.102
H -1.532 -1.880 1.320
H -2.776 -0.798 2.029
H -2.340 -1.633 -0.899
H -3.409 -0.290 -0.439
H -3.828 -3.510 1.573
H -4.486 -2.055 2.042
H -1.894 1.087 3.537
H -0.372 1.715 4.130
H -0.730 0.012 4.413
Br 0.279 3.033 -4.601
```

Properties
HOMO in eV: -3.59
Orbital gap in Eh: 0.19841
Total charge: -1
LUMO energy in eV: 1.8



4.
The following is a DFT calculation (ωB97M-V/def2-TZVPD) of a structure of composition C6H20FeN3S.

XYZ file:
```
31
Properties=species:S:1:pos:R:3
C -1.240 1.360 -2.185
Fe 0.236 0.005 -2.633
N 0.963 -1.807 -3.430
H -0.654 0.014 -4.123
H 1.984 -1.717 -3.434
H -1.341 0.112 -3.665
H -1.795 1.781 -3.037
H -0.707 2.171 -1.651
H -1.945 0.854 -1.506
H 0.718 -2.595 -2.823
H 0.663 -2.033 -4.380
C 0.360 2.097 3.117
C -0.193 1.608 1.793
N 0.942 1.290 0.888
C 1.014 0.229 0.058
S 2.042 0.412 -1.325
N 0.481 -0.969 0.391
C 0.310 -1.471 1.777
C -1.082 -2.038 1.961
H 1.061 1.368 3.545
H -0.466 2.291 3.809
H 0.902 3.037 2.971
H -0.835 0.733 1.907
H -0.818 2.379 1.323
H 1.421 2.101 0.490
H 0.650 -1.706 -0.302
H 1.073 -2.247 1.946
H 0.533 -0.669 2.490
H -1.231 -2.898 1.300
H -1.188 -2.399 2.992
H -1.857 -1.291 1.735
```

Properties
<S²>: 6.06
Energy above the lowest of the compared OMol25 structures with the same formula, charge and spin in kJ/mol: 1.47
HOMO (alpha / beta) in eV: 0.19 / -1.69
Spin multiplicity: 5
Orbital gap (alpha / beta) in Eh: 0.11920 / 0.18040
Total charge: -1
LUMO energy (alpha / beta) in eV: 3.4 / 3.2



5.
The following is a DFT calculation (ωB97M-V/def2-TZVPD) of an isolated molecule of C3H4INO.

XYZ file:
```
10
Properties=species:S:1:pos:R:3
C -0.942 0.751 0.236
C 0.062 -0.122 0.170
C 1.405 0.256 0.723
N 2.472 -0.554 0.396
O 1.680 1.198 1.442
I 4.348 -0.113 0.921
H -1.922 0.659 -0.136
H -0.768 1.751 0.834
H -0.295 -1.115 -0.131
H 2.518 -1.423 -0.247
```

Properties
Energy above the lowest of the compared OMol25 structures with the same formula, charge and spin in kJ/mol: 94.84
HOMO in eV: -9.13
Orbital gap in Eh: 0.33362
LUMO energy in eV: -0.1



6.
The following is a DFT calculation (ωB97M-V/def2-TZVPD) of an isolated molecule of C7H9NO3.

XYZ file:
```
20
Properties=species:S:1:pos:R:3
C -3.108 0.410 0.330
C -2.006 1.197 -0.088
C 2.413 -0.116 -0.447
C 1.799 -0.471 0.968
C 1.265 -0.242 -1.412
C 0.399 0.081 0.862
C 0.092 0.137 -0.610
N -2.910 -0.856 0.110
O -3.559 -1.839 0.478
O -1.686 2.309 0.020
O -1.077 0.394 -0.983
H -4.013 0.876 0.951
H 2.667 1.035 -0.548
H 3.244 -0.862 -0.757
H 1.740 -1.645 1.040
H 2.343 -0.144 1.850
H 1.527 0.375 -2.387
H 1.141 -1.290 -1.878
H -0.538 -0.478 1.282
H 0.267 1.129 1.219
```

Properties
Energy above the lowest of the compared OMol25 structures with the same formula, charge and spin in kJ/mol: 465.01
HOMO (alpha / beta) in eV: -7.21 / -7.21
Orbital gap (alpha / beta) in Eh: 0.23066 / 0.23070
LUMO energy (alpha / beta) in eV: -0.9 / -0.9



7.
The following is a DFT calculation (ωB97M-V/def2-TZVPD) of an isolated molecule of C3H6N2OS.

XYZ file:
```
13
Properties=species:S:1:pos:R:3
C -1.565 -0.745 -0.118
C -0.224 -0.054 -0.179
C 3.135 0.691 0.034
H -3.150 0.423 1.009
H -2.941 0.909 -0.855
H -1.588 -1.357 0.622
H -1.601 -1.599 -0.790
H 4.289 0.613 0.156
H 2.506 1.648 0.701
N -2.768 -0.004 -0.081
N 2.716 -0.555 -0.479
O -0.001 1.193 -0.121
S 1.190 -1.163 0.103
```

Properties
Energy above the lowest of the compared OMol25 structures with the same formula, charge and spin in kJ/mol: 625.63
HOMO in eV: -9.07
Orbital gap in Eh: 0.32330
LUMO energy in eV: -0.3



8.
The following is a DFT calculation (ωB97M-V/def2-TZVPD) of a structure of composition C14H15CaNO2.

XYZ file:
```
33
Properties=species:S:1:pos:R:3
C -1.107 0.830 -3.830
C 0.279 0.626 -4.082
C 1.022 1.418 -3.161
C 0.094 2.111 -2.335
C -1.223 1.745 -2.743
Ca -0.263 -0.210 -1.853
N -1.697 -0.887 -1.181
C -0.279 -2.703 -1.980
C 0.718 -2.183 -2.772
H 2.111 1.472 -3.093
H 0.702 -0.009 -4.862
H 0.342 2.782 -1.511
H -2.154 2.094 -2.296
H -1.936 0.353 -4.355
H 0.606 -2.149 -3.859
H -1.203 -3.095 -2.414
H -2.615 -1.292 -0.959
H 1.709 -1.974 -2.354
H -0.105 -2.919 -0.923
O -0.032 -1.703 1.126
C 0.122 -0.426 1.377
O 0.090 0.437 0.381
C 0.279 0.027 2.776
C 0.434 1.391 3.080
C 0.570 1.805 4.410
C 0.553 0.866 5.445
C 0.400 -0.490 5.153
C 0.264 -0.911 3.828
H 0.448 2.135 2.294
H 0.688 2.856 4.639
H 0.656 1.189 6.473
H 0.384 -1.218 5.955
H 0.144 -1.968 3.628
```

Properties
HOMO in eV: 1.36
Orbital gap in Eh: 0.13647
Total charge: -2
LUMO energy in eV: 5.1